(1)
DFT (wB97M-V/def2-TZVPD) results for 6 unconnected molecules or ions with the total composition C24H39N6P.

Geometry (Å):
P 1.272 0.598 4.166
N -5.189 1.154 -3.416
N -2.901 -0.706 2.083
N 2.137 -5.265 1.053
N 1.737 -2.960 -1.744
N -1.245 5.277 -1.052
N 3.670 3.849 0.030
C 2.151 -4.911 2.374
C 3.556 -3.233 -2.975
C -1.819 4.133 -1.531
C -4.112 -0.713 -2.933
C -3.359 5.769 -1.479
C 1.807 -7.127 2.196
C 0.860 -0.556 1.548
C 1.516 3.427 -0.198
C 2.050 -1.729 -2.249
C -1.597 0.005 2.118
C 2.559 3.406 0.688
C 3.170 -1.863 -3.022
C 1.953 -6.046 3.111
C 3.355 4.161 -1.263
C -2.168 6.284 -1.036
C 1.105 -0.927 2.987
C -3.131 4.403 -1.805
C 2.654 -3.882 -2.178
C -4.589 0.053 -3.962
C -5.111 1.094 -2.049
C -4.439 -0.050 -1.716
C 2.021 3.911 -1.440
C 1.924 -6.611 0.935
C -0.607 -0.566 1.134
H -1.907 7.272 -0.699
H 0.300 -1.558 3.340
H 4.401 -3.686 -3.466
H -1.172 0.006 3.116
H 1.877 -7.086 -0.030
H 0.354 0.056 5.092
H -5.622 1.894 -3.939
H -3.415 -0.540 2.950
H -3.841 3.692 -2.191
H 0.947 -3.153 -1.154
H -3.582 -1.644 -3.039
H 1.473 4.046 -2.358
H 2.027 -1.483 3.079
H 1.308 0.411 1.321
H -4.285 6.312 -1.567
H 1.449 -0.867 -2.014
H 1.426 1.761 5.034
H 1.372 -1.261 0.903
H 2.674 0.373 4.290
H -4.193 -0.368 -0.717
H 2.303 -3.889 2.674
H -1.780 1.039 1.856
H 1.639 -8.162 2.438
H 1.916 -6.099 4.186
H 4.586 3.929 0.434
H 3.664 -1.068 -3.553
H -1.253 3.224 -1.639
H -0.280 5.364 -0.780
H 0.730 1.441 3.164
H -4.547 -0.087 -5.028
H 2.260 -4.630 0.285
H -2.734 -1.710 2.059
H -0.896 -1.588 0.914
H -0.700 -0.025 0.198
H 2.581 -4.918 -1.894
H -5.522 1.877 -1.435
H 2.601 3.104 1.721
H 0.508 3.115 0.020
H 4.101 4.527 -1.946

* structure (SMILES): NCCCC[PH4].c1cc[nH]c1.c1cc[nH]c1.c1cc[nH]c1.c1cc[nH]c1.c1cc[nH]c1
* molar mass: 442.6 Da
* F_max: 0.75 eV/Å
* total energy: -43745.60299 eV
* total charge: 0


(2)
DFT (wB97M-V/def2-TZVPD) results for a molecular structure, C2H4BiLiO at a distorted geometry.

Geometry (Å):
Bi 0.682 2.493 0.639
O 0.746 0.458 0.898
C -0.755 -0.445 -0.754
C -0.046 -0.558 0.502
Li 2.450 -0.184 0.642
H -1.538 -1.201 -0.881
H -0.546 -1.005 1.373
H -0.053 -0.533 -1.598
H -0.940 0.976 -0.820

* relative energy (zero: lowest compared OMol25 entry of this formula, charge and spin): 0.0 kcal/mol
* molar mass: 260.0 Da
* multiplicity: 2
* F_max: 3.28 eV/Å
* total energy: -10221.36726 eV
* total charge: +1
* expectation value of S²: 1.510


(3)
DFT (wB97M-V/def2-TZVPD) results for a single H4N3O2P molecule at a distorted geometry.

Geometry (Å):
P 0.162 0.421 0.180
O 2.450 -0.853 -0.575
O 0.839 1.550 0.755
N -0.377 -0.688 1.293
N -0.992 0.631 -0.955
N 1.367 -0.664 -1.047
H -0.267 -0.712 2.373
H -1.352 -0.899 1.029
H -1.161 -0.261 -1.513
H -0.668 1.476 -1.541

* structure (SMILES): NP(N)(=O)N=O
* relative energy (zero: lowest compared OMol25 entry of this formula, charge and spin): 11.3 kcal/mol
* molar mass: 109.0 Da
* F_max: 3.36 eV/Å
* total energy: -17917.68809 eV
* total charge: 0


(4)
DFT (wB97M-V/def2-TZVPD) results for a molecular structure, C21H39FeINO2P2 at a distorted geometry.

Geometry (Å):
I 0.721 -2.258 -2.575
Fe 0.075 -0.136 -1.592
P -2.281 0.054 -2.028
P 2.534 0.257 -1.092
O 0.439 2.608 -0.138
O -1.493 3.297 -2.250
N -0.364 -1.257 0.562
C 1.841 0.261 4.756
C -2.567 0.423 -3.809
C -1.017 0.847 1.595
C 0.183 1.701 3.501
C 3.426 1.201 -2.387
C -1.015 -2.911 2.337
C -0.475 2.602 -2.346
C 0.383 2.521 -3.560
C 0.990 -3.306 0.913
C -0.772 1.880 2.489
C -0.222 -0.339 1.566
C -3.426 1.212 -1.179
C 0.071 1.951 -1.094
C -1.522 3.177 2.375
C -3.231 -1.511 -1.857
C 0.712 -0.484 2.649
C 2.996 1.134 0.447
C 3.636 -1.209 -0.966
C -1.280 -3.515 0.016
C -0.403 -2.683 0.948
C 0.901 0.505 3.610
H -2.682 -2.341 -2.315
H 2.652 -0.417 4.461
H -1.840 0.936 0.879
H 0.359 2.511 4.213
H 2.718 0.518 1.309
H -1.308 3.677 1.421
H 3.442 -1.743 -0.026
H 4.510 1.083 -2.242
H 4.075 1.340 0.467
H -0.928 -3.500 -1.024
H 1.381 -3.330 -0.113
H -3.595 0.895 -0.141
H -2.607 3.021 2.428
H -3.614 0.205 -4.062
H 1.379 2.943 -3.335
H 2.425 2.066 0.509
H -1.238 -4.560 0.351
H 3.158 2.262 -2.329
H 0.926 -4.339 1.282
H 4.682 -0.868 -0.994
H -4.213 -1.413 -2.346
H 3.440 -1.884 -1.811
H -0.086 3.096 -4.369
H -4.391 1.241 -1.710
H 1.287 -1.407 2.734
H -3.383 -1.721 -0.792
H -2.992 2.222 -1.187
H 0.498 1.477 -3.910
H 1.323 -0.203 5.610
H -1.905 -0.208 -4.413
H -1.234 3.856 3.185
H -2.321 -3.187 0.054
H -1.995 -2.427 2.417
H 2.277 1.200 5.114
H 3.148 0.809 -3.373
H -2.346 1.481 -4.006
H -0.381 -2.557 3.155
H 1.702 -2.763 1.538
H -1.163 -3.989 2.480

* molar mass: 582.2 Da
* multiplicity: 6
* F_max: 4.61 eV/Å
* total energy: -89043.27388 eV
* total charge: +2
* expectation value of S²: 8.925


(5)
DFT (wB97M-V/def2-TZVPD) results for 2 unconnected molecules or ions with the total composition C7H7N7O6 at a distorted geometry.

Geometry (Å):
O -0.406 4.148 0.957
O 1.649 3.195 1.076
O -3.027 -1.880 1.242
O 3.507 -0.664 1.685
O -3.335 0.393 1.239
O 2.309 -2.387 1.060
N -0.311 -4.436 2.637
N -0.202 -3.175 3.262
N 2.236 1.957 1.199
N 2.421 -1.166 1.343
N -2.565 1.542 1.220
N 0.244 3.126 1.089
N -2.530 -0.762 1.186
C -0.009 -1.071 1.173
C 0.122 -5.482 3.546
C -0.038 1.774 1.223
C 1.189 1.088 1.282
C -1.275 1.081 1.164
C -1.203 -0.331 1.143
C 1.208 -0.370 1.278
H -0.564 -5.606 4.399
H -0.032 -2.141 0.977
H -1.268 -4.564 2.315
H -0.733 -2.483 2.738
H 0.153 -6.413 2.979
H 1.123 -5.241 3.921
H 0.788 -2.927 3.299

* relative energy (zero: lowest compared OMol25 entry of this formula, charge and spin): 0.0 kcal/mol
* molar mass: 285.2 Da
* F_max: 3.22 eV/Å
* total energy: -30074.04515 eV
* total charge: 0


(6)
DFT (wB97M-V/def2-TZVPD) results for a molecular structure, C2H6N4O6P at a distorted geometry.

Geometry (Å):
P 0.323 -0.136 0.323
O 1.548 -2.085 -2.742
O 0.490 -2.271 1.953
O 2.704 -0.380 -2.010
O 2.389 -1.616 2.746
O 1.028 -0.141 1.731
O 1.035 -1.182 -0.567
N 0.315 1.391 -0.364
N 1.353 -1.585 2.234
N -1.302 -0.404 0.516
N 1.943 -1.246 -2.083
C -1.111 1.891 -0.396
C -2.019 0.650 -0.145
H -1.285 2.050 -1.547
H 0.953 2.189 -0.049
H -2.815 1.038 0.529
H -1.214 2.737 0.278
H -2.445 0.415 -1.042
H -1.890 -1.317 0.636

* relative energy (zero: lowest compared OMol25 entry of this formula, charge and spin): 10.9 kcal/mol
* molar mass: 213.1 Da
* F_max: 4.31 eV/Å
* total energy: -29690.98335 eV
* total charge: +1